{
  "formula": "C4H9N2",
  "method": "ωB97M-V/def2-TZVPD",
  "elements": ["C", "C", "C", "C", "N", "N", "H", "H", "H", "H", "H", "H", "H", "H", "H"],
  "coordinates": [[-0.379429, -1.055905, 0.093115], [-1.854804, -0.573622, 0.019551], [-0.608299, 1.337960, 0.079185], [0.342076, 0.242387, 0.321244], [-1.886808, 0.835281, -0.059288], [1.768137, 0.332359, -0.018211], [-0.231919, -1.771635, 0.901172], [-0.058486, -1.542089, -0.836385], [-2.437717, -0.986599, -0.810216], [-2.411778, -0.858855, 0.922044], [-0.653462, 2.108858, 0.864020], [-0.378223, 1.938110, -0.812053], [2.285161, -0.357218, 0.544791], [2.131460, 1.267665, 0.202205], [1.973341, 0.121865, -1.013060]],
  "forces_ev_per_angstrom": [[0.0, 0.2, 0.1], [-0.1, -0.8, 0.2], [0.9, 1.9, 0.2], [-0.4, -1.1, -0.3], [-1.4, 0.0, -0.4], [0.1, 0.0, 0.1], [0.1, -0.1, 0.0], [0.0, 0.0, 0.0], [0.2, -0.1, 0.0], [0.0, -0.1, 0.0], [0.3, 0.0, 0.2], [0.3, 0.1, -0.2], [0.0, 0.2, -0.1], [0.1, -0.2, -0.1], [-0.1, 0.1, 0.3]],
  "orbital_gap_ev": [7.89, 9.55],
  "charge": 1,
  "relative_energy_kcal_mol": 103.16
}

***

{
  "formula": "C4H9N2O",
  "method": "ωB97M-V/def2-TZVPD",
  "elements": ["C", "C", "C", "C", "N", "N", "O", "H", "H", "H", "H", "H", "H", "H", "H", "H"],
  "coordinates": [[2.979168, -1.402777, 0.027318], [0.917774, 0.075820, 0.024029], [-0.133295, 2.249894, 0.015643], [-3.482015, -1.124093, -0.113122], [1.882156, -0.562311, 0.165034], [-0.119219, 0.795127, 0.062394], [-2.364067, -0.769223, 0.149042], [3.861786, -0.793428, -0.170986], [2.837369, -2.109646, -0.791430], [0.877319, 2.644188, 0.090769], [-0.724935, 2.625184, 0.851306], [-0.581301, 2.592548, -0.918086], [-4.353768, -0.469592, 0.022671], [3.128719, -1.937907, 0.970707], [-3.695761, -2.125353, -0.516571], [-1.029926, 0.311575, 0.131285]],
  "forces_ev_per_angstrom": [[1.3, -1.0, 0.1], [2.0, -1.2, 0.7], [0.0, 0.8, -0.1], [-0.6, -0.2, -0.2], [-2.3, 1.5, -0.4], [-1.2, 0.1, -0.1], [0.3, 0.0, 0.0], [0.0, -0.1, 0.0], [0.0, 0.1, 0.1], [0.0, -0.1, 0.0], [0.1, -0.1, 0.0], [0.1, -0.1, 0.1], [0.0, 0.1, 0.1], [0.0, 0.0, -0.2], [0.1, 0.0, 0.1], [0.2, -0.1, 0.0]],
  "orbital_gap_ev": 11.32,
  "charge": 1,
  "relative_energy_kcal_mol": 61.29
}

***

{
  "formula": "C4H9N2O",
  "method": "ωB97M-V/def2-TZVPD",
  "elements": ["C", "C", "C", "C", "N", "N", "O", "H", "H", "H", "H", "H", "H", "H", "H", "H"],
  "coordinates": [[-1.668372, -0.666666, 0.469560], [-2.486099, 1.561296, 0.044068], [2.195089, 0.681046, -0.042077], [2.883099, -0.605486, 0.185985], [-1.633228, 0.602524, 0.022317], [-1.953598, -1.698866, -0.225948], [0.997419, 0.821391, -0.176559], [-3.530398, 1.378543, 0.248351], [-2.155394, 2.573536, -0.116464], [2.854829, 1.563275, -0.076873], [2.206116, -1.452415, 0.100444], [3.317892, -0.587370, 1.187719], [3.714879, -0.708763, -0.510420], [-0.608829, 0.834502, -0.107214], [-2.243821, -1.680530, -1.207748], [-1.889582, -2.616016, 0.204856]],
  "forces_ev_per_angstrom": [[0.0, -1.7, 2.0], [-0.3, -0.1, -0.1], [0.3, 0.2, 0.0], [-0.1, -0.3, 0.0], [0.3, 1.3, -0.9], [-0.2, 0.3, -0.9], [0.0, 0.0, -0.1], [0.0, -0.2, 0.1], [0.2, 0.0, -0.1], [-0.1, 0.1, 0.0], [0.0, 0.0, 0.0], [0.1, 0.0, 0.0], [0.0, 0.0, 0.0], [-0.2, 0.1, -0.1], [0.1, 0.0, 0.1], [-0.1, 0.2, 0.0]],
  "orbital_gap_ev": 9.10,
  "charge": 1,
  "relative_energy_kcal_mol": 86.03
}

***

Number 1: E_tot -7263.668 eV. Number 2: E_tot -9313.358 eV. Number 3: E_tot -9312.285 eV.